DFT (ωB97M-V/def2-TZVPD) results for a molecular structure, C4H10S in a non-equilibrium geometry.

Last column: natural (NBO) charge in e.
Atoms and positions in Å:
C: 2.0346 -1.0067 -0.3558  -0.587
C: 1.1127 -0.1323 0.3910  -0.407
C: -0.3878 -0.4785 -0.0998  -0.395
C: -0.5618 0.0015 -1.6463  -0.655
H: 1.4855 -1.9077 -0.3200  0.215
H: 2.9406 -1.0943 -0.3436  0.190
H: 1.7068 -1.1908 -1.6034  0.189
H: 1.1225 -0.0167 1.5491  0.221
H: 1.0006 0.9637 -0.1536  0.215
H: -0.8422 -1.5134 -0.1938  0.231
H: 0.7338 0.6882 -1.6922  0.215
H: -1.6847 0.8306 -1.6637  0.253
H: -0.5351 -1.0319 -2.3386  0.234
H: -0.1646 0.6757 2.2046  0.131
S: -1.1843 0.8308 0.9263  -0.049

Atoms 1-3, force components in eV/Å:
-10.915 -1.036 -4.477
-1.926 2.551 -1.822
0.139 1.498 -0.823

Results
2S+1: 1
Relative energy (zero: lowest compared OMol25 entry of this formula, charge and spin), kcal/mol: 171.4
Total energy, Eh: -556.30878
Net charge: 0
Highest occupied orbital energy, eV: -8.85
M, g mol⁻¹: 90.19
E_LUMO, eV: 0.5

DFT (ωB97M-V/def2-TZVPD) results for C4H10S in the gas phase in a non-equilibrium geometry.

Last column: natural (NBO) charge in e.
Atoms and positions in Å:
C: -2.3008 -0.1113 0.1377  -0.828
C: 0.4106 -0.1595 0.3752  -0.506
C: 1.7491 -0.9167 0.0264  -0.596
C: 0.6066 1.0845 -0.2780  -0.602
H: -2.5167 0.7341 -0.4170  0.207
H: -3.2904 -0.6405 -0.2860  0.241
H: -2.7205 0.3780 1.1309  0.233
H: 0.4294 -0.2302 1.4594  0.226
H: 1.7700 -2.1803 0.2372  0.224
H: 2.5869 -0.4535 0.6570  0.226
H: 1.9223 -0.8375 -1.1243  0.212
H: -0.2183 1.9343 -0.4053  0.212
H: 1.3649 1.6397 0.0589  0.204
H: 0.9863 0.7504 -1.2573  0.212
S: -0.7794 -0.9915 -0.3146  0.334

Atoms 1-3, force components in eV/Å:
-4.134 -0.477 0.827
4.715 -0.608 3.268
1.037 -3.112 -0.334

Results
2S+1: 1
Relative energy (zero: lowest compared OMol25 entry of this formula, charge and spin), kcal/mol: 71.6
Total energy, Eh: -556.46782
Net charge: 0
Highest occupied orbital energy, eV: -8.42
M, g mol⁻¹: 90.19
E_LUMO, eV: 1.1

- The lowest relative energy (zero: lowest compared OMol25 entry of this formula, charge and spin) belongs to which entry?
  number 2

- What is the 2S+1 in the second record?
  1

- Look up the highest occupied orbital energy of the second one.
  -8.42 eV